21
Properties=species:S:1:pos:R:3:mulliken_charge:R:1 method="wB97M-V/def2-TZVPD" total_charge=+1 lumo_energy_ev=-9.01 e_above_lowest_kcal_mol=153.6
C 0.62 -0.25 1.35 -1.1590
C 0.95 -0.76 -0.09 -0.4088
C -0.12 -0.20 -1.05 0.2390
C 0.44 0.53 -2.14 -0.2737
N -1.35 -0.63 -0.99 -0.3121
H -0.38 0.17 1.35 0.3352
H 0.47 -1.09 2.02 0.3131
H 1.38 0.41 1.76 0.3467
H 1.96 -0.49 -0.41 0.6204
H 0.87 -1.84 -0.17 0.3421
H 1.52 0.62 -2.11 0.2729
H -0.08 1.07 -2.93 0.3011
H 0.43 -2.45 -2.96 0.2597
H -1.83 -0.16 -1.78 0.2908
H -1.35 -2.29 0.14 0.3102
H -1.65 -3.57 0.84 0.3142
H 0.22 -2.24 -2.26 -0.2253
O -1.31 -2.70 1.01 -0.5730
H -0.14 4.34 2.03 0.3201
H 1.24 4.82 1.80 0.3213
O 0.69 4.06 1.67 -0.6349

---

31
Properties=species:S:1:pos:R:3:mulliken_charge:R:1 method="wB97M-V/def2-TZVPD" total_charge=+3 lumo_energy_ev=-16.44 e_above_lowest_kcal_mol=68.2
Tl -0.57 1.42 2.90 0.9968
C -1.05 1.75 -3.00 -0.2116
C -2.52 1.89 -2.65 -0.3499
O -2.50 2.61 -1.39 -0.3991
O -0.40 0.93 -1.98 -0.4103
H -0.68 2.78 -3.02 0.2564
H -1.02 1.26 -3.97 0.3792
H -2.96 0.90 -2.54 0.2650
H -3.10 2.43 -3.39 0.3826
H -2.91 3.47 -1.44 0.3789
H 0.23 0.38 -2.44 0.3692
C -2.34 -4.44 1.94 -0.3663
C -3.06 -3.55 0.90 -0.3253
O -3.34 -2.17 1.32 -0.3944
O -1.19 -3.68 2.39 -0.3754
H -1.98 -5.38 1.54 0.3687
H -2.99 -4.80 2.74 0.3702
H -3.92 -4.15 0.61 0.3980
H -2.41 -3.55 0.02 0.2984
H -4.17 -1.98 0.87 0.3711
H -0.59 -4.23 2.90 0.3612
C 4.80 1.27 1.28 -0.3466
C 4.37 2.45 0.34 -0.3701
O 3.26 3.13 0.80 -0.4034
O 3.73 0.34 1.34 -0.3743
H 5.03 1.78 2.22 0.2694
H 5.60 0.70 0.80 0.3820
H 4.23 2.06 -0.67 0.3406
H 5.26 3.06 0.16 0.3952
H 3.09 3.85 0.19 0.3738
H 4.12 -0.53 1.23 0.3701

---

12
Properties=species:S:1:pos:R:3:mulliken_charge:R:1 method="wB97M-V/def2-TZVPD" lumo_energy_ev="-0.50 / -0.83" e_above_lowest_kcal_mol=76.7
C -0.02 0.26 1.09 -0.2041
C -0.71 1.37 0.91 -0.9664
C 1.03 -1.50 -1.19 0.2004
O -1.56 -0.34 -1.31 -0.6147
F 0.56 -2.59 -0.63 -0.1761
F 2.18 -1.28 -0.59 -0.2002
P -0.14 -0.15 -0.97 0.5003
H 1.06 0.21 1.46 0.3287
H -0.70 -0.59 1.53 0.2593
H -1.67 1.23 0.64 0.3724
H -0.37 2.37 0.73 0.3688
H 0.34 1.02 -1.68 0.1316

---

32
Properties=species:S:1:pos:R:3:mulliken_charge:R:1 method="wB97M-V/def2-TZVPD" total_charge=+1 smiles=Cn1cccc1C[NH2+]C1CCCC1 lumo_energy_ev=-2.86 e_above_lowest_kcal_mol=5.1
C 2.35 1.20 -1.93 -0.9364
N 2.29 0.16 -0.94 0.1994
C 2.89 -1.05 -1.05 -0.1789
C 2.66 -1.77 0.09 -0.9911
C 1.90 -0.96 0.94 -0.1567
C 1.69 0.23 0.29 -0.2033
C 0.89 1.40 0.77 -0.7232
N -0.49 0.95 1.16 -0.0537
C -1.52 0.89 0.07 -0.3392
C -1.28 -0.32 -0.83 -0.4226
C -1.78 -1.51 0.00 -0.7079
C -2.85 -0.93 0.96 -0.6421
C -2.87 0.58 0.70 -0.8912
H 2.93 0.85 -2.78 0.3127
H 1.35 1.47 -2.28 0.3128
H 2.83 2.10 -1.53 0.3594
H 3.44 -1.32 -1.93 0.4053
H 3.01 -2.77 0.29 0.4680
H 1.58 -1.21 1.94 0.5384
H 1.36 1.83 1.66 0.3642
H 0.81 2.17 0.01 0.4074
H -0.85 1.56 1.90 0.4584
H -0.40 0.00 1.54 0.2895
H -1.50 1.85 -0.46 0.4805
H -0.25 -0.44 -1.14 0.0913
H -1.89 -0.20 -1.72 0.4592
H -2.20 -2.28 -0.64 0.4503
H -0.96 -1.97 0.55 0.2294
H -3.82 -1.37 0.78 0.3706
H -2.59 -1.15 2.00 0.3104
H -3.65 0.82 -0.02 0.3905
H -3.07 1.16 1.60 0.3487